1.
# C4H6N2O

The molecule C4H6N2O in a non-equilibrium geometry (the ωB97M-V functional and the def2-TZVPD basis, the OMol25 dataset).

Cartesian coordinates (Å):
H 2.8209 -1.3256 -0.5679
N 1.8270 -1.1451 -0.6943
C 1.4997 -0.0378 -0.1797
C 2.4069 0.8388 0.5643
N 3.1089 1.4748 1.2271
O 0.2719 0.4881 -0.1884
C -0.8494 -0.4083 -0.0760
C -2.0773 0.3689 -0.5007
H -0.6794 -1.3045 -0.6770
H -0.9063 -0.6959 0.9809
H -2.1111 0.4951 -1.5866
H -2.9833 -0.1508 -0.1765
H -2.0676 1.3580 -0.0339

Results
Structure (SMILES) = [H]/N=C(\C#N)OCC
E = -340.7342 a.u.
ΔE to the lowest compared entry with this formula, charge and spin = 38.1 kcal per mole
Orbital gap = 11.3 eV
Highest occupied orbital energy = -10.9 eV
E_LUMO = 0.434 eV


2.
# C16H14O6

The molecule C16H14O6 (the ωB97M-V functional and the def2-TZVPD basis, the OMol25 dataset).

Cartesian coordinates (Å):
O -4.6223 -1.2449 1.3600
C -3.5216 -0.7029 0.7346
C -2.9858 0.5231 1.0901
C -1.8712 0.9879 0.4150
C -1.3002 0.2384 -0.6013
C -1.8295 -0.9853 -0.9638
C -2.9471 -1.4618 -0.2955
O -3.4809 -2.6630 -0.6385
C -0.0702 0.9143 -1.1624
C 1.1336 0.0624 -0.8493
C 1.4163 -1.0887 -1.5730
C 2.4262 -1.9477 -1.1855
C 3.1730 -1.6843 -0.0457
O 4.1510 -2.5361 0.3546
C 2.9270 -0.5119 0.6696
O 3.6949 -0.2381 1.7747
C 1.9235 0.3578 0.2553
O 1.7913 1.5423 0.9578
C 1.3370 2.5877 0.1321
C -0.0519 2.3035 -0.4618
O -0.4047 3.3424 -1.3502
C -1.1284 2.2643 0.6423
H -4.9233 -0.6401 2.0458
H -3.4333 1.1012 1.8879
H -1.4019 -1.5896 -1.7470
H -4.2406 -2.8224 -0.0621
H -0.1662 1.0425 -2.2463
H 0.8357 -1.3136 -2.4541
H 2.6458 -2.8392 -1.7488
H 4.5448 -2.1739 1.1606
H 3.4020 0.6163 2.1166
H 1.2998 3.4831 0.7565
H 2.0539 2.7520 -0.6890
H 0.2160 3.3607 -2.0883
H -1.7678 3.1414 0.5379
H -0.6719 2.2847 1.6333

Results
Structure (SMILES) = Oc1cc2c(cc1O)[C@@H]1c3ccc(O)c(O)c3OC[C@]1(O)C2
E = -1069.5680 a.u.
ΔE to the lowest compared entry with this formula, charge and spin = 4.3 kcal per mole
Orbital gap = 8.6 eV
Highest occupied orbital energy = -8.0 eV
E_LUMO = 0.532 eV


3.
# C38H73F4N13O8S4

A cluster of 8 separate species, C38H73F4N13O8S4 in total in a non-equilibrium geometry (the ωB97M-V functional and the def2-TZVPD basis, the OMol25 dataset).

Cartesian coordinates (Å):
C -2.3689 1.6466 2.0320
C -1.6245 1.0075 3.2367
N -0.2820 1.6460 3.3125
C 0.7748 1.3514 2.4857
C 1.8346 2.0989 2.9113
N 1.3661 2.9948 3.8428
C 0.1389 2.6126 4.1702
C 2.2162 3.9460 4.5795
H -2.2059 2.7169 1.9145
H -3.4308 1.4221 1.9851
H -1.8645 1.1897 1.1775
H -1.4235 -0.0379 3.0079
H -2.1389 1.0760 4.1924
H 0.6861 0.5870 1.7268
H 2.8494 2.1480 2.5541
H -0.5083 3.0228 4.9295
H 3.2536 3.8535 4.2722
H 2.1546 3.6139 5.6134
H 1.8424 4.9611 4.4772
C 0.9851 -4.2035 3.8652
C -0.5470 -4.0777 3.6897
N -1.2615 -5.1867 4.3190
C -0.9614 -6.5185 4.1726
C -1.9258 -7.1927 4.8553
N -2.9395 -6.2898 5.1676
C -2.4841 -5.0547 4.8736
C -4.2077 -6.5531 5.8302
H 1.4294 -3.2127 3.8209
H 1.3941 -4.7638 3.0244
H 1.1784 -4.7830 4.7666
H -0.7778 -4.1363 2.6242
H -0.9740 -3.1460 4.0539
H -0.1122 -6.7613 3.5576
H -2.1675 -8.2192 5.0790
H -3.0444 -4.1579 5.0768
H -4.8258 -5.6713 5.9422
H -4.1665 -7.2928 6.6288
H -4.6984 -7.2183 5.1072
C 4.0637 -1.3306 4.1410
C 5.0110 -0.2966 4.7619
N 4.3528 0.5031 5.7981
C 3.0317 0.9026 5.8557
C 2.7034 1.4120 7.0696
N 3.8626 1.3447 7.7978
C 4.8415 0.8353 7.0052
C 4.0706 1.5452 9.2537
H 4.5751 -1.9967 3.4458
H 3.2532 -1.0018 3.4809
H 3.5358 -1.9111 4.8981
H 5.4830 0.4138 4.0812
H 5.8739 -0.8131 5.1809
H 2.5332 0.5678 4.9576
H 1.7520 1.7329 7.4579
H 5.8946 0.7271 7.2174
H 3.1339 1.7163 9.7833
H 4.6678 2.4483 9.3486
H 4.4628 0.6546 9.7374
C 4.3882 -5.8508 -2.2115
C 3.2271 -4.9010 -1.9257
N 3.3545 -3.7863 -2.8954
C 3.4304 -3.8817 -4.2885
C 3.4467 -2.6050 -4.8046
N 3.2771 -1.7687 -3.7181
C 3.4538 -2.4616 -2.6255
C 3.2358 -0.3326 -3.8399
H 4.1583 -6.4248 -3.1109
H 4.6754 -6.5005 -1.3878
H 5.3139 -5.3644 -2.5261
H 3.2902 -4.4224 -0.9527
H 2.2509 -5.3147 -2.1672
H 3.4182 -4.8631 -4.7310
H 3.3627 -2.1701 -5.7857
H 3.3391 -2.0751 -1.6296
H 2.8105 0.1782 -2.9778
H 2.6548 0.0009 -4.6974
H 4.2428 0.0630 -3.9856
C -0.0649 5.2747 0.5894
C 0.1937 4.2891 -0.5537
N 1.6160 4.0235 -0.8110
C 2.5988 4.8504 -1.2699
C 3.7961 4.1560 -1.3050
N 3.5178 2.9058 -0.8860
C 2.1952 2.7895 -0.7031
C 4.4345 1.8155 -0.7753
H 0.4489 6.2049 0.3575
H 0.0932 4.9671 1.6307
H -1.1355 5.4209 0.7556
H -0.1888 4.7543 -1.4642
H -0.4163 3.3973 -0.4127
H 2.2658 5.8533 -1.4914
H 4.8340 4.3382 -1.5363
H 1.6206 1.9680 -0.3081
H 5.2910 2.0466 -0.1319
H 4.8463 1.7045 -1.7788
H 4.0697 0.9639 -0.2043
C -3.5025 -1.3646 -4.2328
C -4.5982 -0.4113 -4.6850
C -4.0172 0.6507 -5.6169
N -5.0752 1.4615 -6.3911
C -5.8966 2.2279 -5.3553
C -4.2485 2.3648 -7.3270
C -4.7299 1.9964 -8.7122
C -5.3437 0.6617 -8.6596
C -5.9848 0.5070 -7.2691
H -2.6791 -0.8702 -3.7229
H -3.1652 -1.9827 -5.0698
H -3.9202 -2.1030 -3.5455
H -4.9208 -0.0219 -3.7109
H -5.5607 -0.8455 -4.9584
H -3.5533 0.1838 -6.4902
H -3.2389 1.2374 -5.1303
H -5.1043 2.6892 -4.7728
H -6.5347 1.4689 -4.9136
H -6.5271 2.9880 -5.8137
H -4.3535 3.3791 -6.9506
H -3.2009 2.0774 -7.2674
H -5.5342 2.6573 -9.0493
H -3.9443 2.0351 -9.4654
H -6.1643 0.4798 -9.3537
H -4.6394 -0.1673 -8.7686
H -6.9715 0.9638 -7.2808
H -5.9469 -0.5085 -6.8951
N -4.3888 3.9870 -2.7511
S -3.6878 2.8797 -1.8009
O -3.0462 3.3966 -0.6057
O -3.2470 1.6229 -2.3467
F -5.1136 2.4429 -1.2026
S -3.1200 4.6609 -3.1680
O -2.2507 3.8657 -4.0413
O -2.4886 5.6378 -2.3186
F -3.8269 5.5476 -4.3168
N 1.1242 -0.2261 -0.7326
S 1.2418 -1.6567 0.1841
O 1.2449 -2.8169 -0.6622
O 0.6906 -1.6800 1.5167
F 2.8521 -1.5507 0.4454
S -0.2305 -0.6137 -1.3877
O -1.3072 -0.8507 -0.4352
O -0.2069 -1.3683 -2.6273
F -0.4959 0.8528 -1.9298

Results
E = -4796.3194 a.u.
Orbital gap = 7.6 eV
Total charge = +4
Highest occupied orbital energy = -15.7 eV
E_LUMO = -8.077 eV


4.
# C20H24FN3O4S

The molecule C20H24FN3O4S (the ωB97M-V functional and the def2-TZVPD basis, the OMol25 dataset).

Cartesian coordinates (Å):
C 1.5654 4.2189 -0.6804
O 0.8388 3.7965 0.4509
C -0.3424 3.1623 0.2710
C -0.9173 2.8825 -0.9679
C -2.1365 2.2291 -1.0277
C -2.7835 1.8651 0.1344
S -4.2907 0.9105 0.0431
O -5.0304 1.0754 1.2608
O -4.9506 1.1755 -1.2028
N -3.7767 -0.6790 -0.0030
C -3.0739 -1.0406 -1.2161
C -2.8834 -2.5619 -1.2415
N -2.2436 -3.0847 -0.0526
C -0.8127 -3.2027 -0.0329
C 0.1023 -1.9592 0.0016
O -0.2628 -0.8072 -0.0467
N 1.4112 -2.3398 0.0824
C 2.5633 -1.5470 0.0935
C 3.7943 -2.1892 0.2118
C 4.9703 -1.4645 0.2186
C 4.9677 -0.0815 0.1017
C 6.2227 0.7323 0.0995
C 3.7247 0.5299 -0.0177
F 3.6823 1.8741 -0.1482
C 2.5298 -0.1610 -0.0203
C -2.9129 -2.6272 1.1465
C -3.0911 -1.1059 1.1980
C -2.2251 2.1376 1.3714
C -1.0116 2.7852 1.4413
H 1.0066 4.9601 -1.2603
H 2.4751 4.6709 -0.2902
H 1.8356 3.3764 -1.3220
H -0.4255 3.1652 -1.8849
H -2.6058 2.0140 -1.9748
H -3.6941 -0.7144 -2.0512
H -2.0988 -0.5393 -1.2659
H -2.3027 -2.8492 -2.1198
H -3.8709 -3.0320 -1.3014
H -0.5550 -3.8119 0.8426
H -0.5253 -3.7704 -0.9276
H 1.5962 -3.3325 0.1354
H 3.8291 -3.2657 0.2996
H 5.9125 -1.9830 0.3140
H 6.3243 1.2665 -0.8447
H 7.0937 0.0991 0.2422
H 6.1901 1.4771 0.8936
H 1.5970 0.3701 -0.1056
H -2.3587 -2.9682 2.0229
H -3.9051 -3.0909 1.1532
H -3.7189 -0.8177 2.0414
H -2.1122 -0.6153 1.2856
H -2.7641 1.8528 2.2608
H -0.5503 3.0149 2.3886

Results
Structure (SMILES) = COc1ccc(S(=O)(=O)N2CCN(CC(=O)Nc3ccc(C)c(F)c3)CC2)cc1
E = -1739.8009 a.u.
ΔE to the lowest compared entry with this formula, charge and spin = 0.0 kcal per mole
Orbital gap = 9.0 eV
Highest occupied orbital energy = -8.6 eV
E_LUMO = 0.381 eV